C17H22BCrN7SSi | wB97M-V/def2-TZVPD

Results
net charge = +1
LUMO level (spin up / spin down) = -4.236 / -3.229 eV
HOMO-LUMO gap (spin up / spin down) = 7.29 / 8.52 eV
2S+1 = 4
strongest force on any atom = 0.0191 Eh/bohr
expectation value of S² = 3.803
total energy = -76226.5251 eV

Cartesian coordinates (Å):
Cr -0.0505 0.2721 -0.2223
C -1.9538 -3.2243 -1.3604
C -2.1365 -1.8717 -1.0978
N -1.0869 -1.3988 -0.4258
N -0.2009 -2.4224 -0.2682
C -0.7188 -3.5298 -0.8114
B 1.1459 -2.2425 0.5049
N 2.1381 -1.3699 -0.3284
C 3.2259 -1.7918 -0.9885
C 3.8505 -0.6988 -1.5605
C 3.0632 0.3888 -1.1922
N 2.0394 -0.0089 -0.4384
N 0.8312 -1.4918 1.8044
C 1.0127 -1.8251 3.0898
C 0.5249 -0.8045 3.8818
C 0.0368 0.1406 2.9820
N 0.2287 -0.2803 1.7346
H -2.6349 -3.8944 -1.8534
H -2.9620 -1.2192 -1.3314
H -0.1807 -4.4614 -0.7570
H 1.6331 -3.3134 0.6956
H 3.4859 -2.8372 -0.9925
H 4.7612 -0.6900 -2.1320
H 3.1938 1.4364 -1.4118
H 1.4773 -2.7618 3.3482
H 0.5184 -0.7518 4.9554
H -0.4333 1.0924 3.1680
C -4.3175 3.3705 -4.2459
Si -2.8913 3.9309 -3.1726
C -2.0010 5.3740 -3.9637
C -3.4905 4.3876 -1.4641
C -1.6379 2.4874 -3.1608
C -1.1301 2.0856 -4.3997
C -0.2018 1.0587 -4.5400
C 0.2378 0.4217 -3.4016
N -0.2304 0.7860 -2.2075
C -1.1359 1.7688 -2.0780
S -1.5506 1.9397 -0.3609
H -5.0465 4.1795 -4.3324
H -4.8305 2.5056 -3.8217
H -3.9988 3.1098 -5.2569
H -2.6821 6.2239 -4.0464
H -1.6469 5.1402 -4.9695
H -1.1419 5.6924 -3.3706
H -4.1934 5.2187 -1.5704
H -2.6844 4.7240 -0.8111
H -4.0176 3.5734 -0.9667
H -1.4687 2.5912 -5.2980
H 0.1709 0.7710 -5.5120
H 0.9684 -0.3777 -3.4122